[1]
The following is a quantum chemistry calculation of a cluster of 2 separate species, C3H4BrClO in total in a non-equilibrium geometry, from OMol25.

Geometry as XYZ:
```
10
Properties=species:S:1:pos:R:3:nbo_charge:R:1
Br 2.415 -0.790 -0.725 0.044
Cl -2.979 0.171 -0.912 -0.073
O -0.726 -1.360 -0.135 -0.429
C -0.721 -0.193 0.557 0.126
C 1.536 0.347 0.498 -0.565
C -1.173 -0.141 -0.773 0.034
H 1.414 1.317 0.019 0.197
H 1.968 0.329 1.505 0.209
H -1.124 0.130 1.573 0.236
H -0.610 0.187 -1.607 0.221
```

Computed properties:
Kohn-Sham gap: 9.167 eV
spin multiplicity: 1
energy above the lowest of the compared OMol25 structures with the same formula, charge and spin: 94.87 kcal/mol
calculated total energy: -3225.99790 Eh
HOMO: -8.7 eV



[2]
The following is a quantum chemistry calculation of an isolated molecule of C3H4BrN in a non-equilibrium geometry, from OMol25.

Geometry as XYZ:
```
9
Properties=species:S:1:pos:R:3:nbo_charge:R:1
Br 3.363 -0.490 -1.038 0.014
N 0.844 -0.222 -0.004 -0.737
C -0.254 -0.328 0.827 0.251
C 2.147 -0.487 0.439 0.167
C -1.437 0.309 0.267 -0.756
H -2.186 -0.576 0.115 0.270
H 0.577 0.110 -0.960 0.358
H -1.228 0.828 -0.656 0.179
H -1.827 0.854 1.010 0.256
```

Computed properties:
Kohn-Sham gap: 8.025 eV
spin multiplicity: 1
energy above the lowest of the compared OMol25 structures with the same formula, charge and spin: 108.49 kcal/mol
calculated total energy: -2745.28912 Eh
HOMO: -9.0 eV



[3]
The following is a quantum chemistry calculation of a structure of composition C3H4BrNO in a non-equilibrium geometry, from OMol25.

Geometry as XYZ:
```
10
Properties=species:S:1:pos:R:3:nbo_charge:R:1
Br -0.367 1.557 -1.719 -0.037
O 0.770 -0.632 -0.389 -0.493
N -0.153 1.820 1.908 -0.251
C 0.210 1.299 0.937 0.184
C -0.473 -1.281 -0.059 -0.324
C 0.733 0.686 -0.278 0.005
H -1.415 -0.636 -0.112 0.212
H -0.654 -2.258 -0.632 0.221
H 1.970 1.159 -0.661 0.279
H -0.621 -1.714 1.006 0.203
```

Computed properties:
Kohn-Sham gap: 10.963 eV
spin multiplicity: 1
energy above the lowest of the compared OMol25 structures with the same formula, charge and spin: 51.38 kcal/mol
calculated total energy: -2820.63148 Eh
HOMO: -10.6 eV



[4]
The following is a quantum chemistry calculation of an isolated molecule of C3H4BrNO in a non-equilibrium geometry, from OMol25.

Geometry as XYZ:
```
10
Properties=species:S:1:pos:R:3:nbo_charge:R:1
Br -2.901 0.398 -0.056 0.131
O 0.937 -1.179 0.006 -0.355
N 1.396 0.142 -0.137 -0.319
C 0.469 1.077 0.255 -0.150
C -0.426 -1.307 0.099 0.016
C -1.157 -0.189 0.028 -0.302
H 0.271 1.220 1.264 0.192
H -0.526 -2.393 0.161 0.231
H 0.345 1.876 -0.444 0.210
H 1.592 0.356 -1.177 0.346
```

Computed properties:
Kohn-Sham gap: 9.244 eV
spin multiplicity: 1
energy above the lowest of the compared OMol25 structures with the same formula, charge and spin: 103.39 kcal/mol
calculated total energy: -2820.54860 Eh
HOMO: -8.4 eV



[5]
The following is a quantum chemistry calculation of an isolated molecule of C3H4BrNO3P2 in a non-equilibrium geometry, from OMol25.

Geometry as XYZ:
```
14
Properties=species:S:1:pos:R:3:nbo_charge:R:1
Br 2.347 1.037 0.267 0.018
P -3.112 2.094 0.382 1.324
P -2.796 -0.918 0.536 1.393
O -4.552 1.874 0.356 -0.963
O -2.301 -2.019 -0.276 -1.091
O -1.156 -0.497 1.562 -0.679
N -0.564 0.529 -0.298 -0.613
C -0.265 -0.059 0.796 0.636
C -2.523 0.689 -0.632 -0.713
C 1.200 -0.279 1.114 -0.508
H 1.492 -1.254 0.716 0.262
H 1.384 -0.241 2.185 0.256
H -2.635 0.508 -1.691 0.256
H 0.071 0.912 -0.978 0.420
```

Computed properties:
Kohn-Sham gap: 7.671 eV
spin multiplicity: 1
energy above the lowest of the compared OMol25 structures with the same formula, charge and spin: 44.01 kcal/mol
calculated total energy: -3653.86693 Eh
HOMO: -8.8 eV



[6]
The following is a quantum chemistry calculation of a cluster of 2 separate species, C3H4BrNO4 in total in a non-equilibrium geometry, from OMol25.

Geometry as XYZ:
```
13
Properties=species:S:1:pos:R:3:nbo_charge:R:1
Br -2.015 -1.695 -0.073 0.110
O -1.388 2.279 -0.986 -0.336
O 0.112 -0.563 1.253 -0.492
O -2.633 1.886 0.785 -0.305
O 1.622 0.009 -0.330 -0.502
N -1.803 1.684 -0.039 0.508
C -0.539 -0.553 0.074 0.210
C 1.494 -0.495 0.964 0.224
C 0.455 -0.365 -1.035 -0.188
H 1.912 -1.517 1.050 0.150
H 0.193 0.449 -1.721 0.240
H 1.990 0.177 1.668 0.187
H 0.600 -1.296 -1.609 0.193
```

Computed properties:
Kohn-Sham gap (alpha / beta): 6.999 / 9.374 eV
spin multiplicity: 1
energy above the lowest of the compared OMol25 structures with the same formula, charge and spin: 35.55 kcal/mol
calculated total energy: -3046.25147 Eh
HOMO (alpha / beta): -8.0 / -9.5 eV



[7]
The following is a quantum chemistry calculation of an isolated molecule of C3H4BrNS in a non-equilibrium geometry, from OMol25.

Geometry as XYZ:
```
10
Properties=species:S:1:pos:R:3:nbo_charge:R:1
Br -2.496 -0.230 0.212 -0.051
S 0.012 1.612 -0.192 0.196
N 1.019 -0.708 0.418 -0.377
C 0.841 0.466 1.084 -0.335
C 0.436 -1.195 -0.531 0.232
C -1.017 0.456 -0.950 -0.564
H 0.436 -1.991 -1.223 0.217
H 0.078 0.402 1.862 0.248
H -1.047 0.202 -1.929 0.201
H 1.737 0.986 1.249 0.233
```

Computed properties:
Kohn-Sham gap: 8.972 eV
spin multiplicity: 1
energy above the lowest of the compared OMol25 structures with the same formula, charge and spin: 66.41 kcal/mol
calculated total energy: -3143.54615 Eh
HOMO: -8.3 eV



[8]
The following is a quantum chemistry calculation of a structure of composition C3H4BrOS in a non-equilibrium geometry, from OMol25.

Geometry as XYZ:
```
10
Properties=species:S:1:pos:R:3:nbo_charge:R:1
Br 2.863 -0.196 -0.058 -0.043
S -2.119 -1.303 0.051 -0.489
O -1.659 1.221 -0.824 -0.694
C -0.266 0.235 0.880 -0.424
C -1.456 0.251 -0.050 0.271
C 1.064 -0.187 -0.613 -0.452
H 0.726 0.559 -1.190 0.199
H 0.976 -1.232 -0.944 0.215
H -0.392 -0.574 1.587 0.229
H 0.263 1.224 1.162 0.189
```

Computed properties:
net charge: -1
Kohn-Sham gap: 6.590 eV
spin multiplicity: 1
energy above the lowest of the compared OMol25 structures with the same formula, charge and spin: 47.08 kcal/mol
calculated total energy: -3164.13937 Eh
HOMO: -3.5 eV



[9]
The following is a quantum chemistry calculation of a structure of composition C3H4CeO3 in a non-equilibrium geometry, from OMol25.

Geometry as XYZ:
```
11
Properties=species:S:1:pos:R:3:lowdin_spin:R:1
Ce -1.833 -1.210 -1.664 1.056
O 0.724 1.623 0.554 0.000
O 1.338 -0.093 -0.686 -0.005
O 2.775 1.620 -0.366 -0.001
C 1.687 1.086 -0.353 0.000
C -0.099 0.680 1.108 -0.002
C -0.515 -0.438 0.340 -0.018
H -0.178 -1.386 0.790 -0.001
H -2.745 -2.648 -2.640 -0.027
H 0.327 0.232 2.014 -0.001
H -1.482 0.535 0.902 0.000
```

Computed properties:
net charge: +1
Kohn-Sham gap (alpha / beta): 6.247 / 6.295 eV
spin multiplicity: 2
energy above the lowest of the compared OMol25 structures with the same formula, charge and spin: 189.36 kcal/mol
calculated total energy: -816.96776 Eh
HOMO (alpha / beta): -12.7 / -12.7 eV



[10]
The following is a quantum chemistry calculation of the ion C3H4Cl2N with charge +1 in a non-equilibrium geometry, from OMol25.

Geometry as XYZ:
```
10
Properties=species:S:1:pos:R:3:nbo_charge:R:1
Cl 0.205 -2.063 1.060 0.078
Cl -0.433 1.312 -1.659 -0.007
N 0.306 0.498 1.006 -0.188
C 1.001 1.362 1.345 0.510
C -0.254 -0.441 -1.196 -0.379
C -0.442 -0.490 0.413 -0.119
H -1.180 -1.145 -1.457 0.270
H 1.693 2.085 1.452 0.280
H -1.532 -0.191 0.634 0.296
H 0.636 -0.926 -1.597 0.261
```

Computed properties:
net charge: +1
Kohn-Sham gap: 10.072 eV
spin multiplicity: 1
energy above the lowest of the compared OMol25 structures with the same formula, charge and spin: 3.99 kcal/mol
calculated total energy: -1091.48863 Eh
HOMO: -15.5 eV
SMILES: C#[N+][C@H](Cl)CCl



[11]
The following is a quantum chemistry calculation of an isolated molecule of C3H4Cl2O in a non-equilibrium geometry, from OMol25.

Geometry as XYZ:
```
10
Properties=species:S:1:pos:R:3:nbo_charge:R:1
Cl -1.135 1.623 -2.652 0.051
Cl -1.521 -1.159 1.664 0.018
O 0.601 0.624 -1.024 -0.517
C -0.855 -0.792 0.142 -0.248
C -0.597 1.292 -1.096 0.070
C 0.555 -0.195 0.129 -0.128
H -0.880 1.995 -0.320 0.182
H -1.063 -1.539 -0.613 0.196
H 1.357 -0.940 0.059 0.200
H 0.699 0.407 1.035 0.177
```

Computed properties:
Kohn-Sham gap (alpha / beta): 8.767 / 7.870 eV
spin multiplicity: 1
energy above the lowest of the compared OMol25 structures with the same formula, charge and spin: 84.77 kcal/mol
calculated total energy: -1112.20358 Eh
HOMO (alpha / beta): -8.4 / -8.0 eV



[12]
The following is a quantum chemistry calculation of an isolated molecule of C3H4Cl3F in a non-equilibrium geometry, from OMol25.

Geometry as XYZ:
```
11
Properties=species:S:1:pos:R:3:nbo_charge:R:1
Cl 2.644 -0.131 0.105 0.000
Cl -2.721 -0.149 0.081 -0.005
Cl -0.027 1.504 -0.138 -0.153
F 0.126 -0.517 1.283 -0.289
C 1.275 -0.764 -0.783 -0.448
C 0.121 -0.380 0.040 0.419
C -1.233 -0.807 -0.508 -0.480
H 1.018 -0.393 -1.878 0.251
H 1.510 -1.731 -0.867 0.227
H -1.378 -0.489 -1.584 0.240
H -1.492 -1.859 -0.522 0.236
```

Computed properties:
Kohn-Sham gap: 11.228 eV
spin multiplicity: 1
energy above the lowest of the compared OMol25 structures with the same formula, charge and spin: 27.67 kcal/mol
calculated total energy: -1597.10140 Eh
HOMO: -10.6 eV
SMILES: FC(Cl)(CCl)CCl